No. 1
{"formula": "C29H57N3O6S", "method": "ωB97M-V/def2-TZVPD", "smiles": "[H]/N=C/Cc1c(O)c(O)c(CCCCCCCCCCCCC)c2nsnc12.CCO.CCO.CCO.CCO", "fmax_ev_per_a": 4.06, "orbital_gap_ha": 0.282, "total_charge": 0, "e_tot_ev": -58582.9391, "elements": ["H", "N", "C", "C", "C", "C", "O", "C", "O", "C", "C", "C", "C", "C", "C", "C", "C", "C", "C", "C", "C", "C", "C", "C", "N", "S", "N", "C", "H", "H", "H", "H", "H", "H", "H", "H", "H", "H", "H", "H", "H", "H", "H", "H", "H", "H", "H", "H", "H", "H", "H", "H", "H", "H", "H", "H", "H", "H", "H", "H", "C", "C", "O", "H", "H", "H", "H", "H", "H", "C", "C", "O", "H", "H", "H", "H", "H", "H", "C", "C", "O", "H", "H", "H", "H", "H", "H", "C", "C", "O", "H", "H", "H", "H", "H", "H"], "xyz": [[4.686, 6.002, -1.145], [3.943, 5.758, -1.811], [4.335, 4.800, -2.573], [3.299, 4.277, -3.623], [2.335, 3.153, -3.104], [1.720, 2.296, -4.131], [1.989, 2.455, -5.497], [0.715, 1.173, -3.802], [0.144, 0.373, -4.791], [0.327, 0.911, -2.423], [-0.694, -0.210, -1.993], [-2.121, 0.226, -2.579], [-2.973, 1.081, -1.519], [-4.051, 0.191, -0.774], [-4.714, 0.877, 0.487], [-3.709, 1.303, 1.642], [-2.343, 0.508, 1.675], [-1.782, 0.313, 3.169], [-0.251, -0.125, 3.005], [-0.011, -1.680, 3.322], [0.761, -2.305, 2.071], [0.731, -3.901, 2.111], [0.342, -4.383, 0.641], [0.957, 1.749, -1.355], [0.818, 1.718, 0.001], [1.720, 2.857, 0.799], [2.401, 3.559, -0.576], [1.950, 2.882, -1.670], [5.361, 4.339, -2.448], [2.705, 5.163, -3.998], [3.858, 3.835, -4.504], [2.899, 2.167, -5.700], [0.617, -0.477, -4.869], [-0.368, -1.232, -2.343], [-0.757, -0.282, -0.864], [-2.703, -0.630, -3.013], [-1.910, 0.928, -3.440], [-3.511, 1.862, -2.124], [-2.264, 1.614, -0.818], [-3.671, -0.840, -0.515], [-4.886, 0.014, -1.525], [-5.455, 0.134, 0.919], [-5.329, 1.780, 0.192], [-4.225, 1.281, 2.652], [-3.457, 2.393, 1.468], [-1.573, 1.172, 1.177], [-2.384, -0.522, 1.231], [-1.800, 1.311, 3.692], [-2.336, -0.495, 3.742], [0.020, 0.020, 1.925], [0.443, 0.546, 3.596], [-0.976, -2.228, 3.488], [0.712, -1.749, 4.182], [1.812, -1.886, 1.992], [0.244, -1.980, 1.114], [1.755, -4.255, 2.405], [-0.076, -4.193, 2.843], [-0.695, -3.982, 0.419], [1.037, -3.941, -0.137], [0.362, -5.506, 0.560], [-2.479, 5.855, 3.393], [-2.114, 4.473, 3.900], [-1.788, 3.615, 2.811], [-3.327, 5.799, 2.707], [-2.737, 6.519, 4.220], [-1.647, 6.295, 2.836], [-2.954, 4.029, 4.436], [-1.257, 4.521, 4.579], [-1.039, 4.006, 2.345], [4.427, -0.725, -3.328], [5.230, 0.057, -2.308], [5.105, 1.450, -2.553], [4.775, -0.501, -4.340], [4.515, -1.800, -3.154], [3.369, -0.449, -3.285], [6.287, -0.208, -2.373], [4.885, -0.152, -1.290], [4.164, 1.670, -2.480], [-4.986, -3.877, 3.893], [-4.185, -3.096, 4.918], [-4.273, -1.700, 4.657], [-4.620, -3.671, 2.885], [-4.920, -4.951, 4.080], [-6.039, -3.581, 3.918], [-3.132, -3.379, 4.875], [-4.554, -3.290, 5.930], [-5.204, -1.452, 4.705], [4.427, -5.440, -3.121], [3.719, -4.975, -1.863], [2.800, -3.931, -2.168], [4.962, -4.610, -3.588], [5.140, -6.237, -2.897], [3.707, -5.810, -3.856], [4.439, -4.587, -1.141], [3.172, -5.801, -1.397], [2.162, -4.284, -2.800]], "lowdin_charge": [0.05, 0.07, -0.24, -0.12, -0.08, -0.14, 0.02, -0.16, 0.02, -0.07, -0.12, -0.17, -0.19, -0.22, -0.21, -0.20, -0.21, -0.18, -0.20, -0.19, -0.23, -0.24, -0.13, -0.22, -0.27, 0.97, -0.24, -0.26, 0.12, 0.13, 0.11, 0.12, 0.12, 0.11, 0.10, 0.11, 0.10, 0.11, 0.10, 0.10, 0.11, 0.10, 0.11, 0.11, 0.09, 0.07, 0.11, 0.09, 0.09, 0.05, 0.11, 0.09, 0.11, 0.12, 0.09, 0.10, 0.10, 0.07, 0.06, 0.06, -0.09, -0.31, -0.11, 0.08, 0.07, 0.07, 0.11, 0.11, 0.07, -0.08, -0.31, -0.09, 0.08, 0.06, 0.06, 0.11, 0.11, 0.04, -0.09, -0.32, -0.10, 0.07, 0.07, 0.07, 0.11, 0.11, 0.08, -0.09, -0.32, -0.10, 0.07, 0.08, 0.07, 0.11, 0.11, 0.08]}

---

No. 2
{"formula": "C29H58AlCaClCsF7K2N3O13S2", "method": "ωB97M-V/def2-TZVPD", "fmax_ev_per_a": 12.28, "orbital_gap_ha": 0.062, "total_charge": 1, "e_tot_ev": -173518.7742, "elements": ["C", "C", "C", "C", "N", "N", "S", "C", "O", "O", "C", "C", "C", "C", "F", "C", "C", "C", "C", "Cl", "O", "C", "C", "C", "O", "F", "C", "O", "C", "C", "H", "H", "H", "H", "H", "H", "H", "H", "H", "H", "H", "H", "H", "H", "H", "H", "H", "H", "H", "H", "H", "H", "H", "H", "H", "H", "H", "H", "H", "H", "H", "H", "H", "H", "H", "H", "O", "S", "O", "O", "O", "Ca", "F", "Al", "F", "F", "F", "F", "C", "C", "C", "C", "N", "H", "H", "H", "H", "H", "H", "H", "Cs", "C", "O", "C", "C", "O", "C", "C", "O", "C", "H", "H", "H", "H", "H", "H", "H", "H", "H", "H", "H", "H", "H", "H", "K", "O", "H", "K"], "xyz": [[4.115, 0.718, 0.660], [3.289, 1.414, 1.912], [1.657, 1.239, 1.760], [1.354, -0.407, 1.792], [0.006, -0.607, 2.296], [-0.706, -1.740, 2.033], [-0.239, -2.926, 3.224], [-0.874, -2.503, 4.978], [-0.825, -4.368, 2.951], [1.282, -3.152, 3.391], [-2.161, -1.234, 2.176], [-3.315, -2.297, 2.514], [-4.088, -3.099, 1.349], [-5.719, -3.171, 1.713], [-3.989, -2.643, -0.032], [-2.478, -0.109, 1.035], [-4.090, 0.347, 0.990], [-4.099, 2.001, 0.739], [-3.713, 2.430, -0.794], [-2.156, 3.492, -0.650], [-2.086, -0.364, -0.322], [-1.140, -1.418, -0.580], [0.093, -0.761, -1.498], [-0.529, -0.427, -3.009], [-0.795, 0.839, -3.344], [-0.785, -1.508, -3.991], [-0.639, -2.345, 0.662], [0.615, -3.126, 0.379], [0.287, -4.437, -0.205], [1.748, -5.223, -0.413], [4.324, -0.437, 0.824], [3.500, 0.840, -0.357], [5.124, 1.304, 0.545], [3.493, 2.565, 2.037], [3.605, 0.866, 2.898], [1.034, 1.823, 2.570], [1.385, 1.620, 0.676], [1.683, -0.804, 0.756], [2.145, -0.827, 2.582], [0.057, -0.447, 3.349], [-1.098, -3.456, 5.620], [-0.060, -1.782, 5.468], [-1.868, -1.865, 4.942], [-2.094, -0.578, 3.180], [-3.061, -3.105, 3.357], [-4.172, -1.655, 3.057], [-3.727, -4.234, 1.380], [-5.823, -3.328, 2.880], [-6.227, -4.105, 1.193], [-6.263, -2.157, 1.411], [-1.934, 0.898, 1.380], [-4.634, 0.196, 2.015], [-4.625, -0.141, 0.069], [-3.410, 2.519, 1.556], [-5.202, 2.364, 0.992], [-4.556, 3.198, -1.145], [-3.570, 1.534, -1.534], [-1.668, -2.164, -1.352], [0.493, 0.202, -0.946], [0.954, -1.562, -1.704], [-1.433, -3.244, 0.692], [-0.345, -5.142, 0.491], [-0.157, -4.314, -1.281], [1.701, -5.903, -1.392], [2.657, -4.474, -0.451], [1.884, -5.984, 0.494], [-5.330, 2.262, 3.606], [-5.263, 1.406, 4.804], [-4.207, 0.392, 4.626], [-6.560, 0.734, 5.002], [-4.954, 2.234, 5.984], [2.240, -2.906, 1.778], [6.295, 3.616, 0.254], [5.840, 5.119, 1.136], [4.095, 5.051, 1.578], [6.136, 6.548, 0.080], [6.833, 5.261, 2.632], [-3.460, -5.139, 0.068], [4.028, 3.999, 5.620], [2.961, 3.969, 6.709], [2.730, 2.567, 7.278], [2.267, 1.634, 6.171], [1.882, 0.860, 5.253], [3.740, 3.395, 4.755], [4.179, 5.024, 5.265], [4.986, 3.625, 5.999], [2.023, 4.362, 6.298], [3.262, 4.640, 7.522], [1.968, 2.601, 8.063], [3.653, 2.174, 7.718], [-5.560, 2.338, -2.752], [2.819, 0.984, -11.030], [2.103, 0.376, -9.967], [2.349, -1.027, -9.881], [2.008, -1.548, -8.484], [3.037, -1.284, -7.521], [3.145, 0.077, -7.082], [2.020, 0.487, -6.128], [0.833, 0.793, -6.864], [-0.331, 0.723, -6.055], [2.526, 0.549, -11.990], [2.583, 2.052, -11.037], [3.897, 0.872, -10.875], [3.402, -1.242, -10.102], [1.716, -1.522, -10.625], [1.936, -2.639, -8.539], [1.039, -1.183, -8.137], [3.233, 0.759, -7.929], [4.090, 0.130, -6.532], [2.313, 1.390, -5.581], [1.829, -0.324, -5.416], [-0.461, -0.292, -5.668], [-1.196, 0.966, -6.678], [-0.272, 1.440, -5.231], [-5.260, 5.900, -0.127], [-4.428, 4.790, 7.706], [-4.892, 4.207, 7.133], [-1.960, -4.042, -0.770]], "lowdin_charge": [-0.11, -0.22, -0.14, -0.27, -0.04, -0.37, 0.79, -0.14, -0.36, -0.65, -0.14, -0.09, -0.32, -0.04, -0.13, -0.19, -0.06, -0.24, -0.77, 0.53, -0.10, -0.21, 0.02, -0.15, 0.00, -0.02, -0.22, -0.36, -0.29, -0.04, 0.06, 0.09, 0.09, 0.12, 0.10, 0.13, 0.11, 0.09, 0.09, 0.16, 0.10, 0.10, 0.08, 0.17, 0.14, 0.13, 0.11, 0.10, 0.10, 0.09, 0.16, 0.12, 0.12, 0.13, 0.12, -0.18, 0.01, 0.10, 0.14, 0.15, 0.08, 0.15, 0.09, 0.13, 0.08, 0.12, -0.41, 0.21, -0.40, -0.31, -0.26, 1.45, -0.27, 0.11, -0.28, -0.27, -0.27, -0.69, -0.10, -0.27, -0.18, -0.12, 0.10, 0.06, 0.09, 0.08, 0.12, 0.11, 0.12, 0.12, 1.28, -0.10, -0.21, -0.19, -0.17, -0.14, -0.16, -0.19, -0.19, -0.11, 0.09, 0.09, 0.09, 0.13, 0.13, 0.12, 0.12, 0.12, 0.13, 0.13, 0.12, 0.06, 0.09, 0.07, 0.92, -0.12, -0.11, 0.94]}